ORCA calculation (wB97M-V/def2-TZVPD) on a 17-piece molecular cluster, C68H112BN16O8 overall at a distorted geometry.

XYZ file:
```
205
Properties=species:S:1:pos:R:3:forces:R:3
O 0.00480 6.60074 -14.80808 -0.23 -0.20 -0.31
C 0.40875 6.09153 -13.79936 -2.06 2.00 -0.71
O 1.59138 5.65985 -13.60256 2.34 -1.22 0.39
B 1.71082 5.19059 -12.23901 0.91 0.15 1.64
O 0.35577 5.33744 -11.64816 0.00 0.05 0.34
C -0.41546 5.93537 -12.51721 -3.67 -1.24 -0.95
O -1.65511 6.05358 -12.49345 3.28 0.23 0.57
O 2.64508 6.01913 -11.40915 1.22 -1.19 0.56
C 3.48417 5.18863 -10.73395 1.51 3.48 2.49
O 4.29811 5.54625 -9.85565 -2.32 -1.01 -2.76
C 3.24478 3.78166 -11.15010 0.24 -2.01 -0.09
O 2.25801 3.82682 -12.06660 0.42 -0.91 0.26
O 3.86169 2.80957 -10.71470 -1.66 1.83 -1.28
C -0.76406 9.06296 -17.00231 1.01 1.07 0.29
C 0.35384 10.16538 -17.19126 -0.75 -1.54 0.81
C -0.09653 11.51527 -17.72351 -0.19 -0.31 0.51
C -1.08819 12.10961 -16.79083 -2.46 1.34 1.84
N -1.85407 12.58014 -16.02123 2.58 -1.56 -2.59
H -1.37886 9.37211 -16.15700 -0.35 -0.19 -0.12
H -0.24910 8.14452 -16.72057 -0.16 -0.08 0.06
H -1.37474 8.86150 -17.88242 -0.01 0.23 -0.07
H 1.14203 9.68067 -17.76737 0.11 0.65 -0.39
H 0.76681 10.34648 -16.19891 0.19 -0.17 0.02
H -0.50104 11.34215 -18.72076 -0.16 0.63 -0.02
H 0.75177 12.19947 -17.70486 0.05 0.00 -0.44
C -5.03069 8.53768 -9.92338 0.27 -0.48 -1.19
C -4.59789 7.24273 -10.68573 -0.06 0.02 0.93
C -5.37109 6.86770 -11.96457 -0.69 0.54 0.51
C -6.82974 6.64271 -11.73019 -0.33 -0.03 -0.19
N -7.96426 6.44636 -11.60624 1.18 0.21 0.00
H -5.18010 9.34019 -10.64570 -0.28 0.12 -0.03
H -4.22015 8.89408 -9.28769 -0.05 -0.27 0.23
H -5.94087 8.37923 -9.34496 0.06 0.09 -0.04
H -4.66691 6.42554 -9.96773 0.00 -0.15 -0.10
H -3.53847 7.30861 -10.93351 0.02 0.04 -0.25
H -4.99007 5.97618 -12.46268 0.14 -0.10 0.27
H -5.25036 7.68563 -12.67485 -0.23 0.09 -0.14
C -3.29117 5.64176 -17.62662 0.08 1.29 -0.34
C -3.88263 6.57555 -16.58568 0.26 -0.58 1.46
C -3.69069 6.01265 -15.12434 -1.36 -0.48 -1.24
C -4.38095 4.67869 -15.01247 -0.54 -1.70 0.30
N -4.87712 3.61511 -14.94511 1.23 2.67 -0.15
H -2.20158 5.67161 -17.62410 0.09 -0.27 0.27
H -3.57716 6.11514 -18.56589 -0.05 -0.64 -0.45
H -3.65730 4.61934 -17.53329 -0.02 0.10 -0.19
H -4.93803 6.75143 -16.79379 -0.13 -0.24 0.20
H -3.44989 7.57523 -16.54737 0.34 -0.07 -0.32
H -4.18515 6.72485 -14.46375 0.37 -0.18 0.30
H -2.63576 5.87274 -14.88842 -0.07 0.21 0.15
C 5.21155 -0.17702 -6.95770 -0.62 -0.16 0.44
C 4.94793 1.22280 -7.48238 1.57 -0.30 -0.44
C 3.47539 1.53174 -7.51444 -1.09 1.41 0.43
C 2.77169 1.50760 -6.19065 -0.08 -0.55 0.85
N 2.27601 1.47744 -5.13862 0.72 0.09 -1.70
H 4.45622 -0.78777 -7.45223 0.14 -0.54 0.18
H 5.02756 -0.19708 -5.88352 -0.20 -0.16 0.06
H 6.19076 -0.63643 -7.09261 0.10 0.43 -0.38
H 5.36274 1.29073 -8.48807 -0.50 -0.05 -0.34
H 5.57095 1.96168 -6.97840 -0.49 0.19 0.58
H 2.91926 0.98316 -8.27462 0.13 -0.65 0.32
H 3.29535 2.54521 -7.87300 0.32 0.35 0.00
C -6.15467 2.74150 -11.31773 0.22 -0.13 0.39
C -4.72477 2.16706 -11.60663 -1.27 0.82 0.72
C -3.62057 3.24124 -11.45596 -0.23 -0.11 0.10
C -3.63994 3.82458 -10.07257 -0.14 0.01 0.19
N -3.73997 4.24350 -8.99452 0.30 -0.55 -1.34
H -6.27557 3.26471 -10.36918 0.58 0.04 0.24
H -6.90402 1.95470 -11.23102 0.10 -0.21 -0.40
H -6.50268 3.46841 -12.05162 0.21 -0.20 -0.37
H -4.79186 1.70261 -12.59045 0.62 0.28 -0.10
H -4.47954 1.38670 -10.88622 -0.20 -0.16 0.02
H -3.71593 4.03778 -12.19389 -0.19 0.17 0.14
H -2.65110 2.79337 -11.67422 0.11 0.01 0.28
C 7.65606 4.56978 -6.02707 -0.10 0.12 -0.49
C 6.83081 4.67671 -7.31381 0.06 0.77 -0.26
C 7.31023 3.85195 -8.54103 0.52 0.32 0.45
C 8.73758 4.12470 -8.90992 1.95 -0.08 -0.42
N 9.85671 4.29054 -9.22665 -2.92 -0.33 0.82
H 7.39350 3.65544 -5.49496 0.38 0.00 0.14
H 7.45038 5.43548 -5.39751 -0.30 -0.16 0.13
H 8.72207 4.65445 -6.23815 0.09 -0.42 0.00
H 6.80806 5.73196 -7.58589 0.13 0.08 -0.29
H 5.78491 4.47436 -7.08307 -0.04 -0.37 -0.23
H 6.73104 4.04329 -9.44438 -0.28 0.21 0.14
H 7.17133 2.79249 -8.32573 0.40 -0.11 -0.08
C 6.17212 7.03463 -12.57217 0.77 -0.20 -0.26
C 6.87643 5.91587 -11.83563 1.03 0.40 0.22
C 8.38809 5.76607 -12.21862 0.31 0.60 0.75
C 9.28717 6.91567 -11.85477 0.73 2.01 0.94
N 9.96948 7.80773 -11.50370 -1.86 -2.45 -1.09
H 6.79842 7.92436 -12.50728 -0.19 0.29 0.27
H 5.19718 7.20887 -12.11694 -0.11 0.09 -0.44
H 6.16725 6.80368 -13.63741 -0.62 0.01 -0.14
H 6.39560 4.94697 -11.97028 0.02 -0.07 -0.14
H 6.78596 6.15709 -10.77652 0.27 -0.24 0.18
H 8.55609 5.58119 -13.27961 -0.23 -0.19 -0.02
H 8.81847 4.95322 -11.63369 -0.06 -0.32 -0.26
C 2.19646 5.34553 -18.34370 0.35 0.89 -0.48
C 0.68652 5.50793 -18.28420 1.04 -2.08 -0.31
C 0.28054 6.57976 -19.28992 -1.05 0.28 1.60
C 0.62183 6.37294 -20.67865 -0.11 0.11 2.17
N 0.89482 6.21330 -21.76289 0.56 -0.31 -2.38
H 2.69239 4.59641 -17.72647 -0.43 -0.02 0.22
H 2.56415 6.33824 -18.08405 0.68 -0.08 0.05
H 2.47532 5.15433 -19.37993 0.23 -0.06 -0.02
H 0.43569 5.66810 -17.23561 -0.59 0.66 -0.22
H 0.29727 4.52635 -18.55455 -0.62 0.14 -0.12
H 0.70183 7.50109 -18.88771 0.05 0.33 -0.51
H -0.80292 6.68864 -19.24125 -0.11 0.17 -0.07
C 3.96418 9.83920 -10.38639 0.96 0.98 -1.10
C 3.42123 9.00987 -9.30056 0.00 -1.61 2.06
C 4.54774 8.44533 -8.36771 -0.44 0.27 0.61
C 4.05157 7.82560 -7.10877 0.01 -0.29 -0.65
N 3.73281 7.31312 -6.12919 -0.01 0.18 -0.17
H 4.48576 9.20629 -11.10436 -0.06 -0.05 -0.21
H 4.72129 10.55144 -10.05839 0.08 0.05 0.34
H 3.24985 10.45839 -10.92902 -0.35 -0.31 0.04
H 2.89549 8.14001 -9.69430 -0.22 0.08 -0.07
H 2.75573 9.50272 -8.59183 -0.27 0.38 -0.43
H 5.13456 9.27838 -7.98072 0.32 0.15 -0.34
H 5.20594 7.71893 -8.84437 -0.05 0.08 -0.15
C 6.26428 -0.00474 -10.79722 -1.13 0.27 -0.06
C 7.74350 -0.26361 -10.71667 -0.09 -0.11 0.60
C 8.06138 -1.74582 -10.87395 0.16 -0.42 -0.94
C 7.65638 -2.27609 -12.18829 -0.28 -0.60 -1.32
N 7.43080 -2.72059 -13.23642 0.15 0.62 1.38
H 6.01126 1.03991 -10.61612 0.18 0.13 -0.15
H 5.69173 -0.55574 -10.05111 0.19 -0.24 0.29
H 5.78616 -0.27887 -11.73762 0.34 0.03 -0.29
H 8.04053 -0.00285 -9.70086 0.33 0.18 0.02
H 8.28866 0.37555 -11.41121 0.05 -0.21 -0.08
H 7.58001 -2.35948 -10.11251 -0.08 0.13 0.11
H 9.12518 -1.98255 -10.85413 0.16 0.28 0.37
C -0.15032 2.45841 -9.87127 -0.72 -0.06 -0.74
C 0.46232 1.08339 -10.05604 0.59 0.21 -0.28
C -0.49339 0.04026 -10.64244 -0.13 0.02 0.96
C -1.02414 0.36153 -11.94210 -0.51 0.67 -1.76
N -1.45445 0.64306 -12.97985 0.44 -0.29 1.04
H 0.59412 3.18291 -9.54110 -0.27 -0.03 0.36
H -1.07291 2.44110 -9.29107 0.32 0.04 0.77
H -0.54366 2.83159 -10.81685 0.39 0.07 -0.39
H 0.84457 0.71354 -9.10462 -0.15 -0.16 0.06
H 1.33267 1.21142 -10.69962 0.12 -0.20 -0.13
H -1.34707 0.01365 -9.96522 -0.20 -0.28 0.06
H -0.07646 -0.96590 -10.68613 0.16 0.06 0.09
C 5.79619 4.50316 -15.76207 -0.23 0.68 0.02
C 4.73334 4.20697 -14.72453 0.78 -0.51 0.13
C 4.92477 2.78835 -14.20079 -0.68 -0.73 0.44
C 6.28883 2.38623 -13.79551 -0.43 0.51 0.03
N 7.34830 2.09055 -13.46263 -0.07 0.02 -0.01
H 5.67325 3.92468 -16.67769 -0.08 0.00 0.01
H 6.77742 4.27550 -15.34559 0.09 0.12 -0.10
H 5.74219 5.56700 -15.99324 0.25 0.02 -0.32
H 3.71435 4.32200 -15.09403 0.02 -0.06 -0.06
H 4.84141 4.87387 -13.86915 -0.01 0.25 -0.04
H 4.57361 2.03933 -14.91055 0.09 0.02 -0.25
H 4.25660 2.67572 -13.34701 0.17 -0.31 0.22
C 0.88287 5.89155 -8.04821 -0.45 -0.47 0.42
C -0.62696 5.77293 -7.71234 1.20 1.43 0.10
C -1.41194 6.64244 -8.70033 0.05 -0.15 -0.80
C -0.98810 8.05681 -8.92341 0.01 0.36 0.90
N -0.65035 9.15247 -9.09657 -0.35 -1.17 0.02
H 1.05651 5.47498 -9.04039 0.15 0.04 -0.07
H 1.52270 5.39112 -7.32137 -0.09 -0.22 -0.02
H 1.21761 6.92879 -8.03520 -0.18 0.08 -0.13
H -0.80482 6.17500 -6.71495 0.04 -0.15 0.17
H -1.01154 4.75321 -7.73150 0.05 0.08 -0.22
H -2.47066 6.52840 -8.46754 -0.08 0.51 -0.26
H -1.23716 6.23618 -9.69658 -0.36 -0.40 -0.19
C 0.17017 11.09487 -13.46676 -1.14 -0.26 0.07
C -0.30835 9.84122 -12.71008 -0.28 0.03 0.03
C -1.80330 9.93342 -12.19381 1.42 -0.01 -0.24
C -2.78203 9.72648 -13.23205 -1.53 -0.17 -1.53
N -3.62058 9.56402 -14.01839 1.07 0.03 0.89
H -0.46588 11.26766 -14.33490 -0.04 -0.11 -0.08
H 1.19050 11.02985 -13.84464 0.08 0.02 0.35
H -0.00635 11.97317 -12.84585 0.50 0.12 0.09
H 0.34220 9.63777 -11.85950 -0.15 0.16 0.25
H -0.19983 8.96891 -13.35461 -0.23 -0.12 -0.15
H -1.98686 10.92049 -11.76944 0.05 -0.03 0.21
H -2.01155 9.17061 -11.44357 0.24 0.11 0.19
C 0.41526 2.91645 -15.89837 0.40 -0.12 -0.48
C -1.10513 2.91627 -15.74598 0.67 0.31 0.59
C -1.84647 1.93559 -16.66543 0.26 0.59 -0.38
C -1.62186 2.25485 -18.09974 0.86 1.00 -4.40
N -1.41270 2.52247 -19.24763 -0.92 -1.14 5.03
H 0.90439 3.69542 -15.31351 -0.20 0.03 0.27
H 0.73944 3.11544 -16.91985 -0.22 -0.03 -0.20
H 0.88429 1.96894 -15.63316 -0.18 -0.16 0.19
H -1.43256 3.95125 -15.84452 -0.35 -0.02 -0.45
H -1.32005 2.67662 -14.70460 -0.25 -0.32 -0.04
H -2.91899 1.97334 -16.47473 -0.03 -0.06 0.03
H -1.48941 0.92152 -16.48582 -0.06 -0.05 0.01
C 2.96726 7.99382 -15.91133 0.53 -0.11 -0.67
C 3.62828 8.81533 -14.82007 -0.76 0.75 1.00
C 4.51239 10.01066 -15.23339 -0.18 -0.56 -0.43
C 3.75180 11.03406 -15.95429 -0.09 0.24 -0.11
N 3.15319 11.87563 -16.46106 0.08 -0.28 0.03
H 2.06814 7.45630 -15.61007 0.25 -0.04 0.36
H 3.69292 7.28585 -16.31169 -0.05 -0.25 -0.01
H 2.65168 8.57941 -16.77480 0.11 0.38 0.08
H 4.17620 8.20357 -14.10338 0.21 -0.18 -0.29
H 2.85482 9.25905 -14.19319 -0.31 0.02 0.07
H 5.32222 9.65541 -15.87063 0.17 0.19 -0.03
H 4.93186 10.51349 -14.36200 0.12 -0.20 0.07
```
Positions in Å, forces in eV/Å.

Net charge = -1
HOMO level = -0.345 Eh
E = -4161.374964 Eh